(1)
Here is C17H16CdN3O as an isolated structure from the Open Molecules 2025 dataset. Energies are from ωB97M-V with the def2-TZVPD basis set.

Positions of all 38 atoms, in Å:
Cd 0.057 -1.406 -0.633
O 2.270 -3.377 0.528
N 1.207 -2.879 0.672
N 0.588 0.478 -1.592
N -1.676 -1.162 -1.823
C 0.072 -1.601 2.264
C 1.867 3.499 2.317
C -1.766 -2.835 1.617
C -0.382 0.811 -2.388
C 0.514 -3.015 1.992
C 2.820 3.716 1.329
C -2.853 -1.706 -2.186
C -3.492 -0.907 -3.130
C 0.774 1.908 0.881
C 1.737 1.348 -1.416
C -1.539 0.010 -2.545
C 2.751 3.026 0.131
C -0.765 -3.725 1.632
C -2.658 0.188 -3.359
C -1.246 -1.510 1.997
C 0.841 2.599 2.087
C 1.732 2.105 -0.104
H -3.190 -2.641 -1.765
H 3.616 4.430 1.491
H 1.811 2.055 -2.248
H 1.169 -3.493 2.717
H -0.811 -4.775 1.384
H -2.829 1.013 -4.031
H -1.850 -0.617 2.079
H 0.075 2.450 2.837
H 3.498 3.204 -0.634
H -2.800 -3.035 1.377
H -0.074 1.259 0.697
H -4.446 -1.106 -3.589
H 1.917 4.041 3.251
H -0.313 1.739 -2.957
H 0.740 -0.813 2.581
H 2.633 0.724 -1.458

Computed properties:
HOMO-LUMO gap: 6.200 eV
Energy relative to the best compared isomer or geometry (same formula, charge and spin): 0.00 kcal per mole
Charge: +1
M: 390.7 g/mol
LUMO energy: -0.1799 hartree
Energy: -1064.30659 a.u.
HOMO level: -11.10 eV

(2)
Here is C23H35N3O5S2 in the gas phase in a non-equilibrium geometry from the Open Molecules 2025 dataset. Energies are from ωB97M-V with the def2-TZVPD basis set.

Positions of all 68 atoms, in Å:
S -2.419 -4.287 -2.287
S -0.749 1.104 -2.378
O -1.382 1.563 -3.575
O 2.978 0.830 4.092
O -1.114 -0.231 -1.941
O 1.347 -1.776 0.688
O -2.032 -0.328 2.860
N -1.642 -0.842 0.705
N -1.087 2.231 -1.181
N 0.485 -1.585 2.776
C -1.215 2.267 1.285
C -2.049 -0.016 1.674
C -1.508 -3.212 -3.434
C 1.693 -1.118 3.410
C -1.031 -2.131 0.992
C -2.480 1.390 1.258
C -0.343 2.037 0.056
C 1.739 0.419 3.552
C 2.877 0.893 5.508
C 0.407 -1.826 1.456
C 1.848 0.292 -1.906
C 2.908 2.429 -3.328
C 1.536 2.287 -3.221
C -1.023 -2.999 -0.261
C 5.249 1.652 -2.853
C 1.388 0.776 5.875
C -2.503 2.504 -1.028
C -2.424 -3.241 -0.797
C 0.689 0.960 4.527
C 3.219 0.446 -2.016
C 1.020 1.220 -2.510
C 3.764 1.512 -2.725
C -3.204 1.508 -0.097
H -3.135 1.737 2.064
H 0.500 2.740 0.061
H -2.618 3.527 -0.659
H 1.090 1.530 6.600
H 3.869 -0.272 -1.540
H 3.304 1.851 5.820
H -3.038 -3.777 -0.072
H -1.705 -2.174 -3.186
H -1.865 -3.436 -4.434
H 0.073 1.024 0.080
H -0.267 0.446 4.458
H 5.525 2.665 -3.131
H 1.661 0.861 2.552
H -2.928 2.452 -2.032
H -0.444 -3.423 -3.366
H 3.318 3.259 -3.885
H 5.617 0.974 -3.623
H 1.780 -1.584 4.394
H 0.853 2.980 -3.685
H 1.168 -0.205 6.293
H -0.391 -1.438 3.268
H -1.504 3.318 1.332
H -1.537 -0.537 -0.262
H 0.532 2.023 4.334
H -0.636 2.039 2.181
H -1.593 -2.605 1.804
H -0.544 -3.951 -0.029
H -0.425 -2.490 -1.018
H 3.471 0.088 5.956
H -3.255 0.540 -0.595
H -2.913 -2.304 -1.062
H 5.741 1.391 -1.919
H -4.230 1.845 0.058
H 1.437 -0.538 -1.352
H 2.536 -1.430 2.789

Computed properties:
HOMO-LUMO gap: 8.648 eV
SMILES: CSCC[C@H](NC(=O)C1CCN(S(=O)(=O)c2ccc(C)cc2)CC1)C(=O)NC[C@H]1CCCO1
M: 497.7 g/mol
LUMO energy: 0.0161 hartree
Energy: -2234.30965 a.u.
HOMO level: -8.21 eV

(3)
Here is C31H48N2O6Se2SiV as an isolated structure from the Open Molecules 2025 dataset. Energies are from ωB97M-V with the def2-TZVPD basis set.

Positions of all 91 atoms, in Å:
Se 2.236 -2.608 -1.905
Se 0.306 -4.680 0.078
V 0.304 -2.009 -0.282
Si 0.150 0.974 -1.827
O -1.308 1.620 -1.575
O -2.127 -3.776 1.622
O 0.060 -0.604 -1.236
O 0.480 0.867 -3.396
O 0.662 -0.222 1.921
O 1.300 1.644 -0.928
N -0.624 -2.035 1.445
N -1.823 -2.216 3.308
C 1.207 4.010 -1.435
C 1.560 0.995 -4.339
C 2.899 1.068 -3.617
C 1.314 2.267 -5.139
C 0.134 -2.247 5.356
C 1.685 -1.132 6.816
C 0.530 0.108 5.112
C -1.199 -5.350 -0.958
C -0.129 -1.049 4.706
C -0.234 -0.982 2.229
C -1.076 -0.979 3.515
C -3.630 2.045 -1.480
C -3.617 1.474 4.883
C -2.011 0.224 3.588
C -3.108 2.143 2.637
C 3.803 -2.641 -0.749
C 1.034 -2.286 6.414
C -1.614 -2.780 2.094
C 1.442 2.967 -0.352
C 1.491 -0.227 -5.241
C -2.747 0.249 -2.975
C 2.041 -4.512 -2.262
C 1.433 0.066 6.159
C -3.810 2.338 3.815
C -2.298 2.667 -3.507
C -2.494 1.639 -2.404
C -2.717 0.428 4.771
C 1.767 -5.342 -1.026
C -2.215 1.086 2.517
C 0.450 3.115 0.790
C 2.870 3.025 0.166
H -3.401 2.997 -1.002
H -1.448 2.401 -4.134
H -2.128 3.656 -3.078
H 1.223 -4.571 -2.981
H -2.615 -2.491 3.867
H 1.952 3.929 -2.228
H -1.955 -0.044 -3.666
H 2.385 -1.162 7.641
H 1.938 0.971 6.469
H 2.635 -5.382 -0.369
H 1.247 3.127 -4.473
H -0.576 3.065 0.423
H -4.158 1.621 5.808
H 1.222 -3.222 6.923
H 0.384 2.190 -5.703
H -3.786 1.289 -0.709
H 4.656 -2.970 -1.337
H 3.649 -3.290 0.110
H 0.210 3.902 -1.868
H -4.557 2.156 -2.043
H -4.504 3.163 3.903
H 3.072 3.995 0.619
H 1.520 -6.371 -1.290
H -1.673 0.964 1.587
H 3.708 1.115 -4.347
H -2.545 -0.226 5.618
H 0.505 -0.302 -5.697
H -3.693 0.237 -3.516
H 1.276 5.011 -1.009
H -1.144 -6.435 -0.950
H 3.960 -1.619 -0.410
H 2.233 -0.154 -6.037
H 2.128 2.440 -5.844
H 0.332 1.045 4.608
H -3.249 2.820 1.806
H 1.686 -1.138 -4.672
H 3.578 2.871 -0.649
H -3.188 2.718 -4.135
H -0.365 -3.156 5.045
H 0.602 2.326 1.525
H -1.180 -4.963 -1.973
H 3.054 0.184 -2.995
H -2.810 -0.483 -2.168
H -2.079 -5.005 -0.423
H 3.023 2.251 0.918
H 0.593 4.081 1.278
H 2.951 -4.836 -2.770
H 2.956 1.950 -2.980

Computed properties:
HOMO-LUMO gap (alpha / beta): 7.405 / 7.955 eV
Energy relative to the best compared isomer or geometry (same formula, charge and spin): 19.54 kcal per mole
Charge: +1
M: 781.7 g/mol
LUMO energy (alpha / beta): -0.1375 / -0.1173 hartree
Spin multiplicity: 3
Energy: -7807.46821 a.u.
HOMO level (alpha / beta): -11.15 / -11.15 eV

(4)
Here is C5H8O2 in the gas phase in a non-equilibrium geometry from the Open Molecules 2025 dataset. Energies are from ωB97M-V with the def2-TZVPD basis set.

Positions of all 15 atoms, in Å:
O -1.365 -1.155 0.691
O -0.005 1.901 -0.393
C 0.815 1.631 0.559
C 0.650 0.229 1.012
C -0.960 0.897 -0.597
C 0.238 -1.281 -1.028
C -0.394 -0.365 0.021
H -1.263 0.859 -1.639
H 0.246 0.192 2.035
H -1.979 -0.530 1.101
H -0.540 -1.635 -1.713
H 0.715 -2.155 -0.567
H 0.991 -0.740 -1.611
H 1.604 -0.305 1.011
H 1.246 2.457 1.119

Computed properties:
HOMO-LUMO gap (alpha / beta): 7.412 / 8.751 eV
Energy relative to the best compared isomer or geometry (same formula, charge and spin): 82.02 kcal per mole
M: 100.1 g/mol
LUMO energy (alpha / beta): 0.0038 / 0.0285 hartree
Energy: -345.67424 a.u.
HOMO level (alpha / beta): -7.31 / -7.97 eV